Record 1
# C14H30ClF5N2O4

A 3-piece molecular cluster, C14H30ClF5N2O4 overall (wB97M-V/def2-TZVPD, OMol25).

Geometry as XYZ:
```
56
Properties=species:S:1:pos:R:3:mulliken_charge:R:1
C -0.6589 -2.3849 2.7774 -0.794
O -1.8615 -2.0105 2.0694 -0.150
C -2.3447 -3.0505 1.2228 -0.351
Cl -1.0148 -3.8903 0.2633 -0.158
C -3.2441 -4.1504 2.0252 -0.254
O -2.8725 -5.4315 1.4545 -0.356
C -2.6316 -6.4138 2.4862 -0.581
C -4.8002 -3.9803 1.7288 0.457
F -5.0624 -4.0243 0.3440 -0.290
F -5.4285 -5.1420 2.2578 -0.315
C -5.4923 -2.7424 2.4478 0.663
F -6.5971 -2.3679 1.6529 -0.263
F -4.6980 -1.6117 2.5454 -0.185
F -5.9787 -3.0158 3.7158 -0.246
H -0.5721 -1.6505 3.6520 0.259
H 0.2914 -2.2672 2.1661 0.307
H -0.7028 -3.4185 3.2525 0.318
H -3.0076 -2.5545 0.4387 0.421
H -3.0120 -4.1779 3.1323 0.778
H -2.0847 -7.2797 1.9745 0.248
H -2.0105 -6.0449 3.3576 0.272
H -3.6434 -6.8454 2.7984 0.239
C -0.5575 2.9427 -0.2342 -1.219
C -0.8856 1.5739 0.3559 0.404
C -0.1949 1.3042 1.7069 -0.355
O 1.1853 0.9754 1.6028 -0.391
C 2.0469 2.0946 1.4723 -0.427
N -0.5613 0.5375 -0.6318 -0.695
H 0.4404 2.9812 -0.6750 0.013
H -1.2648 3.1896 -1.0303 0.386
H -0.6270 3.7252 0.5260 0.359
H -1.9663 1.5508 0.5335 0.381
H -0.6710 0.4283 2.1575 -0.035
H -0.3437 2.1340 2.4090 0.443
H 1.6888 2.9601 2.0370 0.309
H 2.1729 2.3504 0.4183 0.005
H 3.0275 1.8110 1.8592 0.271
H -0.8749 -0.3632 -0.2752 0.196
H 0.4544 0.4483 -0.6549 0.331
C 4.0880 3.6165 -5.0364 -1.415
C 3.3543 2.4963 -4.3046 0.196
C 2.7293 2.9405 -2.9671 -0.544
O 3.6627 3.0821 -1.9009 -0.321
C 4.3633 4.3149 -1.8941 -0.763
N 4.2709 1.3643 -4.1231 -0.738
H 5.0603 3.8398 -4.5943 0.281
H 4.2710 3.3316 -6.0755 0.361
H 3.4954 4.5351 -5.0436 0.337
H 2.5341 2.1712 -4.9537 0.435
H 2.0348 2.1582 -2.6448 0.275
H 2.1343 3.8546 -3.0840 0.445
H 3.7443 5.1433 -2.2496 0.357
H 5.2735 4.2349 -2.4917 0.234
H 4.6644 4.5242 -0.8658 0.258
H 3.7517 0.5835 -3.7274 0.286
H 4.9251 1.6193 -3.3838 0.322
```

* LUMO level: 0.563 eV
* SMILES: CO[C@@H](Cl)[C@H](OC)C(F)(F)C(F)(F)F.COC[C@@H](C)N.COC[C@@H](C)N
* multiplicity: 1
* HOMO: -9.2 eV
* Kohn-Sham gap: 9.74 eV

=====

Record 2
# C14H30ClLiO8

C14H30ClLiO8 as an isolated structure (wB97M-V/def2-TZVPD, OMol25).

Geometry as XYZ:
```
54
Properties=species:S:1:pos:R:3:mulliken_charge:R:1
Li -0.5571 -1.5464 -4.3748 0.915
Cl -1.1492 -0.8661 -1.4308 1.755
O -1.9081 -1.1548 -0.2384 -0.645
O -1.9015 -0.1384 -2.3889 -0.759
O -0.0123 -0.0498 -1.1221 -0.558
O -0.8655 -2.1164 -2.0153 -0.791
C -2.6632 -0.2160 4.4825 -0.680
C -1.7234 -0.8590 3.4969 -0.205
C -0.3501 -0.8450 4.2080 -0.127
O -0.8220 -1.2168 5.5709 -0.491
C -2.0876 -0.6098 5.8534 -0.503
H -3.6998 -0.5174 4.3316 0.358
H -2.4790 0.8493 4.3441 0.283
H -1.6817 -0.2635 2.5849 0.146
H -1.9971 -1.8788 3.2264 0.276
H 0.0872 0.1510 4.2777 0.247
H 0.3762 -1.5732 3.8471 0.102
H -1.8828 0.2806 6.4477 0.286
H -2.7520 -1.3733 6.2582 0.327
C 3.7042 1.5367 1.4557 -0.490
C 3.3172 0.1189 1.1619 -0.172
C 1.9851 -0.0704 1.8751 -0.193
O 2.1310 0.8626 2.9627 -0.383
C 2.6873 2.0590 2.3828 -0.522
H 3.7634 2.1092 0.5300 0.305
H 4.6497 1.7159 1.9676 0.239
H 4.0281 -0.6005 1.5683 0.258
H 3.2247 -0.0479 0.0887 -0.003
H 1.8119 -1.0481 2.3249 0.204
H 1.1136 0.2544 1.3068 0.171
H 2.9241 2.6508 3.2670 0.320
H 1.9222 2.6268 1.8533 0.247
C 3.4519 -0.2870 -5.3880 -0.555
C 3.5235 -1.2546 -4.2250 -0.518
C 2.2136 -1.0113 -3.5241 -0.317
O 1.3295 -0.9081 -4.5978 -0.336
C 1.9838 -0.2308 -5.6723 -0.608
H 4.1030 -0.5759 -6.2131 0.344
H 3.8207 0.6911 -5.0790 0.268
H 4.2985 -0.9092 -3.5407 0.278
H 3.6607 -2.2986 -4.5067 0.316
H 2.1481 -0.0384 -3.0372 0.203
H 1.9219 -1.7808 -2.8093 0.325
H 1.5567 0.7424 -5.9143 0.362
H 1.8262 -0.8612 -6.5474 0.289
C -5.2713 0.5620 -0.4546 -0.826
C -5.0918 1.8154 -1.1586 -0.205
O -4.4894 1.5070 -2.4098 -0.525
H -6.2235 0.1584 -0.7988 0.260
H -5.5058 0.5869 0.6096 0.311
H -4.4718 -0.1238 -0.7348 0.204
H -4.3407 2.4244 -0.6556 0.230
H -6.0703 2.2954 -1.1651 0.276
H -3.5672 1.2735 -2.2813 0.305
```

* LUMO level: -0.990 eV
* multiplicity: 1
* HOMO: -8.8 eV
* Kohn-Sham gap: 7.84 eV

=====

Record 3
# C14H30ClN2O8S2

A 7-piece molecular cluster, C14H30ClN2O8S2 overall (wB97M-V/def2-TZVPD, OMol25).

Geometry as XYZ:
```
57
Properties=species:S:1:pos:R:3:mulliken_charge:R:1
Cl -0.0844 0.1470 -0.8604 1.733
O -1.1054 -0.8690 -1.0386 -0.685
O 0.4346 0.0954 0.4766 -0.840
O 0.9384 -0.1773 -1.8654 -0.812
O -0.6363 1.4491 -1.1532 -0.683
C 3.2858 -0.7010 -4.8104 -0.496
O 1.9274 -0.3917 -4.5997 -0.473
H 3.5572 -0.4634 -5.8422 0.234
H 3.9403 -0.1501 -4.1313 0.178
H 3.4331 -1.7877 -4.7379 0.249
H 1.7271 -0.3686 -3.6546 0.481
C -4.4752 0.5230 -2.1580 -0.448
O -3.3937 0.0542 -2.9193 -0.540
H -5.4475 0.3099 -2.6069 0.321
H -4.4966 0.0585 -1.1627 0.103
H -4.4277 1.6201 -2.0630 0.189
H -2.5750 0.2265 -2.4385 0.285
N 0.9622 -0.6226 3.2984 0.200
C 1.2799 -1.8301 3.8075 -0.259
C 1.5685 -1.6952 5.1385 -0.719
C 1.4155 -0.3128 5.4589 -0.411
C 1.0250 0.3195 4.2953 -0.425
H 0.6709 -0.3506 2.3725 0.369
H 1.2030 -2.6819 3.1464 0.323
H 1.8687 -2.4010 5.8958 0.367
H 1.5769 0.3162 6.3198 0.374
H 0.8720 1.3635 4.0743 0.371
N -0.3740 -3.7777 -0.0099 0.075
C -1.5158 -4.2394 0.5878 -0.520
C -1.1803 -5.2407 1.4586 -0.437
C 0.2079 -5.3691 1.4055 -0.382
C 0.7120 -4.4492 0.5293 -0.575
H -0.3022 -2.9396 -0.5690 0.235
H -2.4808 -3.7783 0.4537 0.396
H -1.8782 -5.8622 1.9939 0.407
H 0.8028 -6.0967 1.9428 0.388
H 1.7049 -4.0982 0.3112 0.405
C -3.5060 3.1588 0.9117 -0.580
S -3.5765 2.2625 2.4761 0.482
O -5.0541 2.2251 2.7685 -0.673
C -3.1720 0.6253 1.7952 -0.214
H -3.3976 4.2320 1.0457 0.373
H -4.4845 2.9745 0.4657 0.264
H -2.7576 2.7460 0.2323 0.031
H -3.4394 -0.1083 2.5517 0.400
H -2.0799 0.6003 1.6981 0.092
H -3.5718 0.3817 0.8148 -0.143
C 4.3576 3.7148 -3.0695 -0.955
S 3.7780 2.5353 -1.7928 0.652
O 4.6981 2.6890 -0.6255 -0.702
C 2.2162 3.4194 -1.4929 -0.997
H 5.4498 3.7546 -3.0288 0.337
H 4.0460 4.7255 -2.8015 0.282
H 4.1179 3.5023 -4.1102 0.323
H 1.4745 3.0061 -2.1758 0.277
H 2.3372 4.5017 -1.5160 0.455
H 1.8231 3.2244 -0.4928 0.318
```

* LUMO level: 2.515 eV
* multiplicity: 1
* net charge: -1
* HOMO: -5.9 eV
* Kohn-Sham gap: 8.38 eV

=====

Record 4
# C14H30N2O6SSiTa

C14H30N2O6SSiTa as an isolated structure (wB97M-V/def2-TZVPD, OMol25).

Geometry as XYZ:
```
55
Properties=species:S:1:pos:R:3:mulliken_charge:R:1
C 1.2742 -1.5775 3.8559 -0.636
C 0.2963 -0.4329 4.1273 -0.691
N -0.5516 -0.0612 2.9843 -0.570
Ta 0.4895 0.8495 1.3628 0.846
N -1.2103 0.7368 -0.0003 -0.719
C -2.2509 0.4185 0.4656 0.599
S -3.7565 0.3552 0.9941 -0.421
Si 2.1445 1.5560 -0.6449 0.462
C 3.8159 0.6738 -0.5102 -1.056
C 2.4565 3.4319 -0.6380 -1.190
C 1.3920 1.0494 -2.3117 -1.015
H 2.2639 -1.2169 3.5981 0.248
H 0.9359 -2.1827 3.0196 0.007
H 1.3690 -2.2222 4.7259 0.441
H 0.8533 0.4450 4.4347 0.317
H -0.3078 -0.7485 4.9820 0.357
H -1.0044 -0.9278 2.7078 0.228
H 0.9644 -0.8711 0.8021 -0.477
H 1.9986 0.9877 2.3817 -0.117
H 0.0929 2.6233 1.7782 -0.229
H 4.0388 0.5395 0.5443 0.300
H 4.6414 1.2250 -0.9576 0.368
H 3.7653 -0.3116 -0.9644 0.234
H 1.7672 3.9327 -1.3141 0.291
H 3.4671 3.6963 -0.9444 0.350
H 2.2868 3.8246 0.3587 0.298
H 2.1022 1.0762 -3.1362 0.385
H 0.5338 1.6640 -2.5687 0.268
H 1.0403 0.0263 -2.2043 0.169
C 0.5251 -4.1044 -1.0809 -1.368
C 1.5251 -4.8790 -0.2656 0.490
C 0.9430 -5.7974 0.7929 -0.501
O 1.9753 -5.8180 1.7849 -0.358
C 2.6834 -4.6609 1.6771 0.670
O 3.4882 -4.2972 2.4655 -0.531
O 2.3317 -4.0099 0.5513 -0.290
H 1.0223 -3.3707 -1.7126 0.308
H -0.0334 -4.7894 -1.7205 0.399
H -0.1713 -3.5626 -0.4412 0.321
H 2.2103 -5.4342 -0.9140 0.238
H 0.7471 -6.8100 0.4510 0.301
H 0.0393 -5.3690 1.2328 0.310
C -3.0155 3.5718 -0.9331 -1.202
C -4.0311 3.8525 -2.0010 0.530
C -4.9409 2.6897 -2.3484 -0.329
O -5.2547 2.9464 -3.7297 -0.349
C -4.2470 3.6759 -4.2589 0.630
O -4.1143 3.8958 -5.4191 -0.554
O -3.4155 4.0997 -3.2894 -0.368
H -2.3130 4.3963 -0.8211 0.365
H -3.5225 3.4169 0.0188 0.373
H -2.4450 2.6724 -1.1613 0.094
H -4.6242 4.7407 -1.7623 0.236
H -5.8582 2.6477 -1.7693 0.290
H -4.4126 1.7376 -2.2741 0.247
```

* LUMO level: 2.448 eV
* multiplicity: 1
* net charge: -1
* HOMO: -4.6 eV
* Kohn-Sham gap: 7.01 eV